No. 1
{
  "formula": "C42H46N9",
  "method": "wB97M-V/def2-TZVPD",
  "species": ["C", "C", "N", "H", "H", "H", "H", "H", "H", "N", "C", "C", "C", "C", "C", "H", "H", "H", "H", "H", "N", "C", "C", "C", "C", "C", "H", "H", "H", "H", "H", "N", "C", "C", "C", "C", "C", "H", "H", "H", "H", "H", "N", "C", "C", "C", "C", "C", "H", "H", "H", "H", "H", "N", "C", "C", "C", "C", "C", "H", "H", "H", "H", "H", "N", "C", "C", "C", "C", "C", "H", "H", "H", "H", "H", "N", "C", "C", "C", "C", "C", "H", "H", "H", "H", "H", "N", "C", "C", "C", "C", "C", "H", "H", "H", "H", "H"],
  "positions_angstrom": [[1.32358, 2.55400, -3.51618], [2.47711, 1.57985, -3.42097], [3.01583, 1.35550, -2.04399], [1.68242, 3.57840, -3.34519], [0.92384, 2.52629, -4.54393], [2.15137, 0.59385, -3.78137], [3.37771, 1.80986, -4.02265], [2.22193, 1.56179, -1.43837], [3.70035, 2.07228, -1.83502], [0.03904, 2.42643, 0.11965], [-0.30521, 2.93579, 1.30350], [-1.59901, 3.31486, 1.63488], [-2.58596, 3.14850, 0.67516], [-2.22677, 2.62783, -0.55305], [-0.90928, 2.26331, -0.80944], [0.48814, 3.02197, 2.04107], [-1.82580, 3.69893, 2.62180], [-3.62339, 3.38572, 0.88218], [-2.97475, 2.46668, -1.32018], [-0.57562, 1.93207, -1.79599], [-4.80619, -1.08614, 3.71406], [-5.68382, -0.35946, 4.41163], [-5.56543, 1.01248, 4.62080], [-4.48128, 1.68550, 4.06974], [-3.56711, 0.93701, 3.35548], [-3.76628, -0.42016, 3.22268], [-6.53607, -0.89682, 4.81400], [-6.32204, 1.53661, 5.19027], [-4.36645, 2.75662, 4.18050], [-2.71368, 1.35509, 2.84480], [-3.02116, -0.97828, 2.66691], [-10.14555, -1.57528, 1.12843], [-8.82355, -1.54452, 1.28825], [-8.15058, -0.49965, 1.90620], [-8.88665, 0.57177, 2.38269], [-10.26306, 0.55395, 2.22225], [-10.83996, -0.53814, 1.59116], [-8.27185, -2.39622, 0.90684], [-7.07418, -0.52955, 2.00831], [-8.39228, 1.40404, 2.86838], [-10.88283, 1.36769, 2.57482], [-11.91480, -0.58074, 1.45025], [3.04361, 0.66200, 2.86399], [3.87955, -0.22085, 3.41083], [4.47434, -1.25761, 2.70838], [4.18029, -1.38855, 1.35771], [3.31372, -0.48435, 0.76822], [2.77811, 0.52138, 1.56323], [4.08938, -0.09231, 4.46839], [5.14495, -1.94108, 3.21518], [4.62517, -2.18480, 0.77210], [3.06503, -0.50633, -0.28543], [2.10659, 1.23728, 1.11024], [2.05614, 3.42971, -7.18325], [3.36534, 3.37691, -7.40145], [4.22802, 4.43465, -7.15175], [3.69738, 5.61323, -6.65223], [2.33495, 5.67746, -6.41327], [1.56058, 4.55778, -6.68077], [3.75122, 2.43687, -7.78157], [5.28878, 4.32679, -7.33623], [4.33676, 6.46100, -6.43888], [1.87606, 6.56649, -6.00207], [0.49882, 4.56169, -6.46437], [-3.17412, -3.97135, -0.18745], [-2.12933, -4.47033, -0.85077], [-0.82356, -4.43324, -0.38305], [-0.56946, -3.80393, 0.81882], [-1.63588, -3.23802, 1.49340], [-2.90889, -3.36843, 0.97178], [-2.33698, -4.85622, -1.84255], [-0.02179, -4.80639, -1.00431], [0.44157, -3.69762, 1.19058], [-1.46818, -2.67961, 2.40555], [-3.75983, -2.93480, 1.48784], [7.08142, -3.43345, 4.00059], [7.28632, -4.62326, 4.55959], [8.42661, -5.38303, 4.34296], [9.40418, -4.88150, 3.49856], [9.20087, -3.64485, 2.90908], [8.02655, -2.96155, 3.19170], [6.49957, -4.98925, 5.21002], [8.53792, -6.34534, 4.82430], [10.30679, -5.44592, 3.30147], [9.93179, -3.21216, 2.23954], [7.83310, -1.99220, 2.74481], [0.06140, -2.26245, -2.74162], [-0.67689, -1.44538, -1.99095], [-0.63294, -0.06084, -2.08753], [0.23983, 0.53115, -2.98550], [1.01517, -0.30854, -3.77352], [0.88544, -1.68310, -3.61926], [-1.33462, -1.91517, -1.26398], [-1.24278, 0.54289, -1.42917], [0.33006, 1.61861, -3.04061], [1.72401, 0.09464, -4.48463], [1.48711, -2.35644, -4.22307]],
  "forces_ev_per_a": [[1.9167, 2.9177, -0.5743], [2.2307, 1.3479, 0.5382], [-0.4455, 0.0291, -0.1060], [0.2996, 0.3317, -0.2138], [-0.0563, 0.0467, -0.0568], [3.7130, 4.1124, 2.7399], [0.0005, 0.2112, -0.1754], [0.0929, 0.0633, 0.2434], [-0.0539, 0.1314, 0.0589], [0.0889, -0.0625, 0.0475], [-0.0858, -0.2468, -0.0530], [0.0455, -0.0012, -0.0371], [0.0372, -0.1349, -0.0140], [-0.3611, -0.2004, -0.3034], [0.5287, 1.9029, 0.3453], [0.0369, 0.0157, -0.0608], [0.0501, 0.0688, -0.0170], [0.0393, 0.0925, 0.0096], [-0.0020, 0.0553, -0.0177], [-0.2120, 1.2539, 0.9514], [-0.1137, 0.1949, 0.2475], [0.0353, 0.1018, -0.0219], [0.0005, -0.0923, -0.0475], [-0.1980, -0.1287, 0.0206], [0.1769, 0.1977, -0.1734], [0.1577, -0.3395, -0.1937], [0.0051, -0.0044, 0.0021], [0.0077, -0.0148, 0.0218], [-0.0016, -0.0116, 0.0338], [0.0504, 0.2376, 0.1624], [-0.1507, -0.1863, -0.0301], [-0.0051, -0.0034, 0.0070], [-0.0320, 0.0217, 0.0233], [0.0598, 0.0071, -0.0223], [0.0072, -0.0014, 0.0031], [-0.0087, 0.0040, 0.0009], [0.0249, 0.0009, 0.0027], [-0.0116, -0.0020, -0.0129], [-0.0057, -0.0264, -0.0149], [-0.0024, -0.0006, -0.0013], [0.0025, -0.0005, 0.0004], [-0.0011, -0.0127, -0.0069], [-0.0207, 0.0103, -0.0331], [-0.0119, 0.0170, -0.0407], [-0.0012, -0.0127, 0.0209], [0.0123, -0.0537, -0.0297], [0.0175, 0.0195, 0.0271], [0.0596, -0.0845, 0.0338], [-0.0164, 0.0109, 0.0008], [-0.0125, -0.0104, -0.0077], [-0.0032, 0.0025, 0.0052], [0.0533, -0.0248, -0.0214], [-0.1139, 0.1364, 0.0174], [-0.0755, -0.0312, -0.0446], [0.0084, 0.0584, 0.0415], [0.0056, 0.0089, 0.0219], [-0.0066, -0.0120, -0.0060], [-0.0027, -0.0020, 0.0326], [0.1033, -0.0633, 0.0019], [-0.0199, 0.0008, -0.0316], [-0.0020, 0.0063, 0.0020], [-0.0029, -0.0016, -0.0049], [0.0095, -0.0031, 0.0100], [-0.0068, -0.0130, -0.0292], [0.2104, -0.0447, -0.0202], [-0.1178, 0.1378, -0.0609], [0.0605, -0.0314, -0.2169], [0.0611, 0.0675, -0.0861], [0.1476, 0.0822, 0.3051], [-0.2452, 0.0933, -0.0966], [-0.0158, -0.1620, 0.0682], [-0.0160, -0.0399, 0.0243], [-0.0007, -0.0232, 0.0075], [-0.0658, -0.0729, 0.0601], [-0.0117, -0.0539, 0.0441], [-0.0387, 0.0088, 0.0191], [0.0489, 0.0030, -0.0328], [-0.0067, -0.0084, 0.0032], [0.0019, -0.0033, 0.0004], [0.0032, 0.0148, -0.0057], [-0.0022, -0.0225, 0.0034], [-0.0065, 0.0140, 0.0030], [0.0027, 0.0018, -0.0033], [-0.0025, 0.0016, 0.0006], [0.0010, -0.0048, 0.0024], [-0.0148, 0.0015, 0.0010], [-0.0349, -0.1112, 0.3457], [-0.0110, -0.2178, 0.0722], [0.4375, -1.7627, -0.2904], [-2.9393, -3.9337, 0.6116], [-2.8764, -3.3016, -0.7722], [0.0542, 0.1787, 0.0432], [-0.0737, -0.0763, -0.0868], [-0.2216, -1.2591, -0.3225], [0.2913, 1.2143, -0.2193], [-2.4491, -2.4789, -2.6333], [-0.0042, -0.0457, -0.0402]],
  "e_homo_ha": -0.0621,
  "orbital_gap_ha": 0.1401,
  "charge": -1
}



No. 2
{
  "formula": "C46H52AsF2N3O3RuSi2",
  "method": "wB97M-V/def2-TZVPD",
  "species": ["Ru", "C", "C", "C", "C", "C", "C", "C", "C", "C", "C", "N", "C", "C", "C", "C", "C", "N", "H", "H", "H", "H", "H", "H", "H", "H", "H", "H", "H", "H", "H", "H", "H", "H", "H", "F", "C", "C", "C", "C", "C", "F", "C", "C", "C", "C", "C", "C", "N", "H", "H", "H", "H", "H", "H", "O", "C", "C", "O", "O", "C", "C", "C", "C", "C", "C", "C", "C", "C", "C", "C", "C", "H", "H", "H", "H", "H", "H", "H", "H", "H", "H", "H", "C", "Si", "C", "C", "As", "Si", "C", "C", "C", "H", "H", "H", "H", "H", "H", "H", "H", "H", "H", "H", "H", "H", "H", "H", "H", "H", "H"],
  "positions_angstrom": [[-0.86012, 0.57449, 0.70876], [4.75854, 1.22774, 3.18651], [4.07688, 0.51536, 2.01672], [3.46413, -0.82293, 2.38040], [4.33043, -1.87745, 2.66001], [3.85620, -3.15014, 2.91793], [2.49010, -3.38389, 2.86440], [1.59198, -2.36367, 2.58419], [0.12179, -2.68404, 2.52302], [-0.47867, -2.97553, 3.89827], [2.08160, -1.06765, 2.38489], [1.17706, 0.00973, 2.17539], [1.37284, 1.03432, 2.91742], [0.65167, 2.25469, 2.75211], [0.77565, 3.45660, 3.44369], [-0.19001, 4.31681, 2.90236], [-0.84309, 3.58910, 1.90867], [-0.33712, 2.34445, 1.80963], [5.24280, 2.14675, 2.85051], [5.51982, 0.58996, 3.64036], [4.04613, 1.49243, 3.97003], [4.82436, 0.32715, 1.24638], [3.33335, 1.16999, 1.56261], [5.39919, -1.69257, 2.63839], [4.54509, -3.96072, 3.12223], [2.10579, -4.38627, 3.02385], [-0.01612, -3.54674, 1.86395], [-0.41922, -1.85526, 2.07318], [0.02384, -3.81873, 4.37840], [-1.54204, -3.20587, 3.81479], [-0.37872, -2.10688, 4.55190], [2.11310, 1.00268, 3.72074], [1.48775, 3.66519, 4.22816], [-0.39505, 5.33712, 3.18639], [-1.67118, 3.90253, 1.28898], [-3.26332, -1.91763, -3.49369], [-3.18649, -1.76411, -2.14665], [-2.22689, -0.92779, -1.60295], [-2.18612, -0.71455, -0.22752], [-3.13403, -1.34850, 0.62745], [-4.03461, -2.22582, 0.00923], [-4.95234, -2.89232, 0.76166], [-4.09113, -2.43825, -1.34998], [-3.10006, -0.97400, 2.00255], [-3.94130, -1.42037, 3.03946], [-3.80551, -0.93770, 4.31276], [-2.79040, 0.03323, 4.58702], [-1.99019, 0.43753, 3.56303], [-2.10261, -0.02306, 2.29250], [-1.53054, -0.43687, -2.27464], [-4.83719, -3.09882, -1.76984], [-4.70621, -2.14783, 2.81544], [-4.46013, -1.28920, 5.09995], [-2.65186, 0.45208, 5.57331], [-1.22114, 1.17842, 3.72866], [0.81240, -1.97743, -0.40765], [1.59236, -1.52121, -1.49516], [1.56394, 0.04465, -1.59438], [2.30880, 0.55317, -2.43548], [0.81132, 0.72061, -0.81693], [1.11775, -2.15617, -2.81759], [1.62168, -1.72345, -4.04514], [1.23869, -2.34290, -5.22337], [0.36099, -3.41990, -5.20511], [-0.12138, -3.87448, -3.99067], [0.25747, -3.24947, -2.80818], [3.00782, -2.07317, -1.25971], [3.11333, -3.43775, -0.99434], [4.34775, -4.04164, -0.83182], [5.51007, -3.28723, -0.93198], [5.41447, -1.92887, -1.18490], [4.17237, -1.32170, -1.34735], [-0.12166, -1.97050, -0.65944], [2.30730, -0.88841, -4.06005], [1.63511, -1.98277, -6.16523], [0.05840, -3.89822, -6.12839], [-0.80304, -4.71480, -3.95329], [-0.11436, -3.64853, -1.87353], [2.20987, -4.02855, -0.91032], [4.40311, -5.10299, -0.62190], [6.47935, -3.75548, -0.80917], [6.31220, -1.32626, -1.25983], [4.11239, -0.26727, -1.57237], [-1.10369, 5.63535, -1.18428], [-0.44843, 4.07778, -1.99801], [1.37903, 3.98962, -1.72134], [-0.84055, 4.13517, -3.83129], [-1.58579, 2.21252, -1.10789], [-3.80788, 2.33692, -1.86748], [-4.84612, 1.32562, -0.68709], [-4.43713, 4.10454, -1.86638], [-3.94722, 1.65745, -3.60258], [-0.72646, 6.50463, -1.73199], [-0.74994, 5.69856, -0.15343], [-2.19314, 5.68450, -1.17656], [1.86570, 4.78035, -2.30097], [1.78880, 3.02064, -2.01420], [1.60672, 4.13805, -0.66250], [-0.32079, 4.97583, -4.30037], [-1.91133, 4.25081, -4.01322], [-0.51196, 3.21542, -4.32088], [-4.47454, 1.40501, 0.33798], [-4.81727, 0.26746, -0.95751], [-5.88688, 1.66162, -0.70139], [-4.40130, 4.53566, -0.86313], [-5.47875, 4.10888, -2.20056], [-3.86303, 4.75073, -2.53307], [-3.60802, 0.62026, -3.64134], [-3.34537, 2.23494, -4.30784], [-4.98986, 1.68925, -3.93240]],
  "forces_ev_per_a": [[0.2464, -0.2262, 0.1981], [0.0244, -0.0084, -0.0073], [-0.0337, -0.0479, 0.0304], [0.1086, 0.0042, -0.0307], [-0.0006, 0.0056, -0.0857], [-0.0632, 0.0155, -0.0243], [0.0642, -0.0157, -0.0486], [-0.0798, -0.0753, -0.0190], [-0.0317, 0.0219, 0.0301], [0.0000, 0.0256, -0.0083], [-0.0583, 0.0866, -0.0189], [-0.0267, -0.1536, 0.0596], [-0.0422, 0.0996, 0.1192], [-0.0145, 0.0339, -0.0049], [-0.0159, -0.0177, 0.0233], [0.0050, -0.0091, -0.0303], [-0.0699, -0.0007, 0.0224], [0.2017, -0.0163, 0.0555], [-0.0017, -0.0038, 0.0024], [-0.0045, 0.0031, -0.0036], [0.0560, 0.0061, -0.0079], [0.0946, -0.0316, -0.1102], [0.0351, -0.0204, -0.0314], [0.0109, -0.0041, -0.0003], [-0.0041, 0.0030, -0.0029], [-0.0009, 0.0077, 0.0030], [0.0141, 0.0016, 0.0290], [0.0114, -0.0028, -0.0417], [-0.0013, 0.0019, 0.0020], [-0.0075, 0.0118, 0.0024], [-0.0077, 0.0097, -0.0007], [-0.0662, 0.0150, -0.0490], [-0.0119, 0.0126, 0.0028], [-0.0048, -0.0047, -0.0053], [0.0061, -0.0042, -0.0178], [0.0461, -0.0444, -0.0417], [0.0453, -0.0454, 0.0531], [0.0383, -0.0572, -0.0249], [0.1915, -0.0080, -0.0191], [0.0383, -0.0454, -0.1052], [-0.0673, -0.0195, 0.0066], [0.0201, -0.0081, -0.0279], [-0.0543, -0.0242, 0.0044], [-0.0456, -0.0108, 0.1984], [0.0419, 0.0413, -0.0780], [0.0147, 0.0087, 0.1104], [-0.0598, -0.0721, -0.0787], [-0.0300, 0.0241, 0.0292], [0.2473, 0.0602, -0.3040], [0.0446, -0.0118, 0.0115], [0.0110, 0.0021, -0.0021], [0.0205, -0.0014, -0.0055], [-0.0011, 0.0037, -0.0060], [0.0106, -0.0011, 0.0014], [-0.0088, -0.0180, 0.0045], [-0.0266, -0.1765, -0.0152], [-0.1379, 0.0871, -0.0149], [0.2067, 0.1774, 0.0159], [-0.1101, 0.1217, -0.0478], [-0.2766, -0.6025, 0.3276], [0.0236, 0.0510, -0.0432], [-0.0473, 0.0374, -0.0242], [-0.0012, -0.0319, 0.0012], [-0.0004, 0.0215, -0.0201], [-0.0232, 0.0496, 0.0274], [-0.0413, -0.0122, 0.0233], [0.0408, 0.0635, 0.0841], [-0.0117, -0.0265, 0.0986], [0.0064, 0.0330, 0.0347], [-0.0018, 0.0196, 0.0199], [-0.0368, 0.0014, 0.0414], [0.0518, -0.0055, 0.0002], [-0.0396, 0.2116, 0.0297], [-0.0128, -0.0107, 0.0018], [-0.0052, 0.0005, 0.0017], [0.0092, -0.0035, -0.0016], [-0.0051, -0.0107, 0.0035], [-0.0271, 0.0615, 0.0464], [0.0155, 0.0120, 0.0033], [-0.0024, -0.0006, -0.0042], [-0.0029, 0.0015, 0.0013], [-0.0038, -0.0015, -0.0012], [-0.0039, 0.0006, 0.0186], [-0.0654, 0.0315, 0.0523], [-0.1488, 0.0088, -0.1274], [0.1410, -0.1800, 0.1124], [0.0194, -0.0352, -0.0668], [-0.2609, 0.5402, -0.2540], [-0.0683, -0.0745, 0.0059], [0.0135, -0.0428, 0.0676], [0.0472, 0.0970, 0.0448], [0.0726, -0.0405, -0.0912], [0.0038, 0.0097, 0.0253], [0.0022, 0.0135, -0.0137], [0.0162, 0.0199, -0.0114], [0.0115, 0.0004, 0.0332], [0.0018, -0.0136, -0.0367], [0.0013, -0.0035, -0.0140], [-0.0121, -0.0073, -0.0119], [0.0113, 0.0142, 0.0016], [0.0044, 0.0249, -0.0019], [-0.0461, 0.0140, -0.0059], [-0.0174, 0.0448, 0.0092], [0.0051, -0.0094, -0.0267], [-0.0181, 0.0018, -0.0178], [0.0009, 0.0106, 0.0041], [-0.0236, -0.0083, -0.0104], [-0.0403, 0.0323, -0.0220], [-0.0280, -0.0043, -0.0013], [0.0061, -0.0085, -0.0090]],
  "spin_multiplicity": 6,
  "e_homo_ha": [-0.0800, -0.1919],
  "orbital_gap_ha": [0.1745, 0.2276],
  "relative_energy_kj_mol": 46.8,
  "charge": -1
}



No. 3
{
  "formula": "IO4V2",
  "method": "wB97M-V/def2-TZVPD",
  "species": ["O", "V", "O", "O", "V", "O", "I"],
  "positions_angstrom": [[9.75272, -11.04078, 0.55908], [10.34940, -10.49499, 1.94163], [9.30312, -10.71046, 3.11560], [15.04609, -5.61678, -0.07780], [14.57553, -7.13646, 0.30586], [14.77566, -7.18437, 1.90696], [11.86464, -8.22561, 0.89931]],
  "forces_ev_per_a": [[0.9139, 0.8620, 3.0262], [-1.8698, -0.6719, -1.5628], [1.5339, 0.4064, -1.9483], [-1.6500, -4.4519, 0.5686], [1.1043, 4.1695, 4.1021], [-0.0400, -0.1996, -4.0666], [0.0078, -0.1144, -0.1193]],
  "e_homo_ha": -0.5281,
  "orbital_gap_ha": 0.2675,
  "relative_energy_kj_mol": 141.5,
  "charge": 1
}